Entry 1:
Computed, not measured: C22H32BN7Ti as an isolated structure in a non-equilibrium geometry, with ωB97M-V with the def2-TZVPD basis set.

As for the highest occupied orbital energy (spin up / spin down): -5.66 / -6.86 eV. Its orbital gap (spin up / spin down) is 6.243 / 7.315 eV. The energy relative to the best compared isomer or geometry (same formula, charge and spin) comes out at 0.8372 eV.

```
! wB97M-V def2-TZVPD RIJCOSX def2/J DEFGRID3
* xyz 0 3
H 0.52244 2.68872 -0.48762
N 0.00077 1.13961 -1.85168
B -0.42014 -0.23282 -3.98683
N -0.07059 1.09262 -3.24589
C 0.25535 2.29501 -3.73887
Ti -0.20063 -0.57901 -0.69788
H 0.27031 2.46381 -4.80061
C 0.52631 3.15376 -2.68089
H 0.78817 4.18728 -2.74991
C 0.37504 2.40242 -1.51738
H -0.32866 -0.09128 -5.18459
C -1.37571 -2.06044 0.35355
H -1.33164 -2.11381 1.45313
H -0.65030 -2.88390 0.06447
H -2.30148 -2.38456 -0.09576
N -1.90224 -0.62779 -3.63491
N 0.52670 -1.35746 -3.49798
N -2.12257 -0.77042 -2.26666
N 0.64441 -1.69056 -2.13411
C -3.04692 -0.82915 -4.30823
C 1.34845 -2.14316 -4.20829
H -3.07915 -0.73245 -5.35735
H 1.42438 -2.02183 -5.27711
C -4.04327 -1.13027 -3.37746
C 1.98048 -3.03646 -3.34319
C -3.42018 -1.08184 -2.13248
C 1.48431 -2.76454 -2.07323
H -5.05720 -1.33824 -3.55789
H 2.70849 -3.78044 -3.61377
H -3.81212 -1.24576 -1.12767
H 1.66662 -3.28044 -1.14465
H -1.63121 -1.01757 0.48161
C -0.40334 0.16029 5.83725
C -0.51237 0.69083 4.44740
C -1.23064 1.87396 4.19653
C -1.37000 2.35745 2.88524
C -2.09954 3.64167 2.66300
C -0.84887 1.62006 1.81891
C 0.00520 0.50381 2.06290
C 0.08423 -0.00715 3.39026
N 0.77183 0.00721 1.02266
C 2.20664 -0.36256 1.17256
C 2.86485 0.45833 2.26962
C 2.35076 -1.86155 1.47447
C 2.91335 -0.05564 -0.16354
H 0.10640 0.87549 6.49169
H -1.39100 -0.03192 6.27203
H 0.16691 -0.77747 5.84720
H -1.65765 2.41087 5.02892
H -3.13824 3.55517 2.99889
H -1.65070 4.48130 3.20924
H -2.09950 3.90182 1.60442
H -1.03063 1.98058 0.80541
H 0.63224 -0.91304 3.61382
H 2.48778 0.19639 3.26060
H 3.93474 0.24253 2.25703
H 2.70166 1.52713 2.11847
H 1.82720 -2.50905 0.73924
H 3.41363 -2.14425 1.45554
H 1.94992 -2.10938 2.46536
H 2.56125 -0.70254 -0.99410
H 2.73124 0.98566 -0.47287
H 3.99440 -0.22499 -0.03803
*
```

---

Entry 2:
Computed, not measured: a 13-piece molecular cluster, C58H146N10O13 overall in a non-equilibrium geometry, with ωB97M-V with the def2-TZVPD basis set.

As for the highest occupied orbital energy: -7.88 eV. Its orbital gap is 8.003 eV.

```
! wB97M-V def2-TZVPD RIJCOSX def2/J DEFGRID3
* xyz 0 1
C 0.56721 0.77233 -2.09861
C -0.12717 1.03972 -0.76395
C -1.61419 1.27754 -0.92446
C -2.41748 0.01749 -1.23892
C -2.09800 -1.01828 -0.19427
C -0.63567 -1.35364 0.01020
N 0.04117 -0.03940 0.23477
O 1.41602 -0.25756 0.49769
C -0.41129 -2.14633 1.30084
C -0.03376 -2.22234 -1.11856
C 0.45006 2.32401 -0.15345
H 0.09315 -0.07688 -2.59692
H 1.61163 0.55248 -1.92516
H 0.32411 1.59147 -2.77845
H -2.00946 1.63621 0.04143
H -1.81858 2.11486 -1.59827
H -2.09798 -0.26011 -2.25112
H -3.49234 0.18752 -1.22905
H -2.64461 -1.94405 -0.41547
H -2.50144 -0.72033 0.78211
H -1.01722 -3.05566 1.19662
H 0.62268 -2.47596 1.28268
H -0.73316 -1.64794 2.21045
H 0.24981 -3.21325 -0.77316
H -0.72434 -2.40569 -1.95035
H 0.81987 -1.70354 -1.54593
H 0.03090 2.39123 0.85288
H 0.07175 3.20386 -0.67595
H 1.53533 2.27055 -0.12274
H 1.62946 0.22534 1.30233
C -0.33916 4.01949 3.11468
C 0.93949 4.70978 3.56720
C 0.64810 6.14935 3.97663
C -0.00594 6.33011 5.33165
C 0.92778 5.69385 6.34443
C 1.22281 4.21290 6.05737
N 1.65022 4.01764 4.67302
O 1.71011 2.61273 4.40654
C 2.36802 3.82865 6.99708
C -0.02799 3.40665 6.46258
C 1.93755 4.74660 2.40122
H -0.31405 2.93542 3.08453
H -0.53495 4.23578 2.06001
H -1.17770 4.31365 3.74775
H 1.65745 6.55517 4.12765
H 0.12794 6.68834 3.18625
H -1.02465 5.95333 5.44655
H -0.04726 7.39410 5.58258
H 0.50040 5.69499 7.35257
H 1.84222 6.27898 6.48273
H 3.22592 4.46325 6.77272
H 2.08400 3.97979 8.03891
H 2.64288 2.78031 6.86879
H -0.19305 3.57761 7.52551
H -0.89573 3.59615 5.83498
H 0.20841 2.34055 6.38731
H 2.92256 5.08859 2.72454
H 1.62673 5.41096 1.59435
H 2.05044 3.71172 2.06717
H 2.64514 2.50496 4.20778
C -2.49754 -4.38155 5.13484
C -1.53757 -5.42280 4.54969
C -2.01092 -5.68614 3.12671
C -0.99793 -6.44322 2.26155
C 0.36787 -5.78237 2.30905
C 0.87588 -5.51233 3.73582
N -0.20178 -4.87340 4.45653
O 0.23227 -4.41138 5.72565
C 1.35199 -6.88179 4.30218
C 2.09970 -4.60947 3.66923
C -1.66015 -6.71539 5.38623
H -3.51583 -4.70935 4.94575
H -2.30831 -3.43208 4.62083
H -2.25857 -4.16383 6.17490
H -2.96646 -6.21367 3.08117
H -2.15874 -4.73646 2.59459
H -1.41324 -6.57701 1.26104
H -0.88586 -7.45885 2.66219
H 0.34977 -4.82405 1.78081
H 1.08935 -6.44889 1.82707
H 1.52282 -6.82765 5.37763
H 0.60330 -7.66061 4.15075
H 2.23790 -7.17667 3.74127
H 2.77753 -5.03741 2.92954
H 1.84020 -3.61456 3.29236
H 2.52235 -4.48015 4.66210
H -0.85232 -6.88510 6.09592
H -1.69157 -7.61973 4.76625
H -2.61540 -6.74291 5.91572
H 0.19029 -3.45157 5.61917
C -1.18338 -3.10380 -5.53931
O -1.99522 -2.01307 -5.92666
H -0.32909 -3.20543 -6.20601
H -0.69793 -2.88617 -4.57160
H -1.74773 -4.02728 -5.39538
H -2.44510 -1.67216 -5.14359
C 1.00860 -1.18595 6.26400
O 0.30362 -1.54793 5.08794
H 1.00635 -2.01684 6.97095
H 2.05169 -0.91142 6.06483
H 0.56259 -0.30996 6.74777
H -0.14462 -0.73414 4.78106
C -6.02522 -2.39451 -1.18930
O -5.62909 -1.04772 -1.41956
H -5.98127 -2.89783 -2.16188
H -5.40257 -2.98099 -0.51588
H -7.09735 -2.43855 -0.98086
H -6.01708 -0.47983 -0.74848
C 4.34949 -0.52865 -9.23607
C 4.17859 -0.22166 -7.75522
C 2.83608 0.41346 -7.48126
O 2.84986 0.92485 -6.16093
C 1.61943 1.41731 -5.74215
N 4.24831 -1.44959 -6.95168
H 4.16041 0.41050 -9.77051
H 3.60924 -1.23658 -9.59978
H 5.37886 -0.81687 -9.43704
H 4.91531 0.50149 -7.38031
H 2.07068 -0.37669 -7.56577
H 2.55604 1.18457 -8.20910
H 1.78474 1.76771 -4.72157
H 0.80462 0.68059 -5.63256
H 1.19300 2.19544 -6.38575
H 5.19310 -1.71761 -6.70900
H 3.76075 -1.29332 -6.07682
C -3.23002 -0.49631 4.66688
C -2.36374 0.33165 3.73773
C -3.15990 1.50555 3.13813
O -3.80530 2.19334 4.18516
C -4.70692 3.19401 3.74524
N -1.16990 0.78721 4.46421
H -3.59914 0.07735 5.51407
H -2.59447 -1.28299 5.08394
H -4.03950 -0.99008 4.13023
H -2.04059 -0.29055 2.90074
H -3.90154 1.02619 2.47740
H -2.50940 2.18365 2.57557
H -4.41754 4.19351 4.07695
H -5.69489 2.92606 4.12212
H -4.75631 3.24048 2.65189
H -0.51937 1.29851 3.88707
H -1.47280 1.37351 5.23245
C -0.39123 -6.39188 -2.56838
C 1.09992 -6.29633 -2.82468
C 1.74930 -5.31268 -1.83645
O 3.12774 -5.61118 -1.70633
C 3.74145 -4.77191 -0.75416
N 1.68765 -7.65337 -2.77409
H -0.54550 -6.55414 -1.50018
H -0.83152 -7.21364 -3.12482
H -0.82430 -5.43240 -2.86472
H 1.34778 -5.94979 -3.83121
H 1.33582 -5.45683 -0.82627
H 1.55786 -4.31298 -2.24086
H 3.55241 -5.12200 0.27249
H 3.35078 -3.75101 -0.77158
H 4.81106 -4.80717 -0.94741
H 1.51168 -8.08485 -1.86657
H 2.69260 -7.48611 -2.71348
C -3.89992 4.17798 -2.01696
C -4.42770 4.71580 -0.70770
C -5.83649 4.14658 -0.46255
O -6.50211 4.57350 0.71987
C -6.37328 5.93979 1.05072
N -3.52724 4.31404 0.38344
H -4.51049 4.43618 -2.88230
H -3.61952 3.12761 -1.93662
H -2.96009 4.69202 -2.25785
H -4.60553 5.79431 -0.74734
H -5.75890 3.07072 -0.25512
H -6.44760 4.24482 -1.37142
H -7.09491 6.15149 1.83536
H -6.60742 6.59286 0.19925
H -5.36240 6.20287 1.38165
H -3.98227 4.48339 1.27466
H -3.39816 3.30694 0.33985
C 6.06127 5.00824 -1.56345
C 4.99236 4.31950 -0.73128
C 4.03782 3.51284 -1.57927
O 3.31820 4.18182 -2.59647
C 2.49730 5.26061 -2.14541
N 5.68662 3.44695 0.21726
H 6.81412 5.45275 -0.91038
H 5.62445 5.76910 -2.20948
H 6.62678 4.30504 -2.18386
H 4.50767 5.09253 -0.12720
H 3.45445 2.77130 -1.01086
H 4.64523 2.82149 -2.18750
H 1.64901 4.90088 -1.56039
H 2.12905 5.74753 -3.04719
H 3.18041 5.94859 -1.64462
H 5.09625 2.77614 0.68769
H 6.49638 3.00875 -0.19624
C 3.99786 -1.56504 -3.01859
C 4.75150 -1.21109 -1.74487
C 6.12959 -0.69174 -2.00199
O 6.90575 -1.73254 -2.53023
C 8.27748 -1.44903 -2.58538
N 3.95509 -0.22980 -0.95264
H 3.59170 -0.67357 -3.50409
H 3.26033 -2.34833 -2.84979
H 4.69803 -1.96037 -3.76646
H 4.85840 -2.08739 -1.10541
H 6.63452 -0.22578 -1.14149
H 6.06096 0.17889 -2.69122
H 8.78781 -2.03482 -3.34977
H 8.75070 -1.78212 -1.64833
H 8.47936 -0.38610 -2.73696
H 2.98405 -0.44343 -1.14892
H 4.07597 0.65874 -1.43863
C -5.27389 -0.51431 -6.29431
C -4.44432 0.00123 -5.12450
C -5.01532 1.24083 -4.43138
O -5.44438 2.25181 -5.32413
C -4.43202 2.88095 -6.06797
N -4.30486 -1.09820 -4.14184
H -5.36039 0.25647 -7.06624
H -6.29555 -0.79162 -6.01717
H -4.80838 -1.36203 -6.79557
H -3.53049 0.28831 -5.65570
H -4.21765 1.54704 -3.73639
H -5.96476 1.02340 -3.93789
H -3.84826 2.18322 -6.67716
H -3.76676 3.44160 -5.39880
H -4.89789 3.58128 -6.75914
H -3.95767 -0.57041 -3.33000
H -5.23086 -1.24978 -3.73776
*
```

---

| no. | calculated total energy (a.u.) |
| --- | --- |
| 1 | -2115.15277 |
| 2 | -3822.81309 |